Record 1
{"formula": "C5H8", "method": "the ωB97M-V functional and the def2-TZVPD basis", "smiles": "CC=C=CC", "homo_energy_ev": -8.599, "max_force_ha_per_bohr": 0.022, "lumo_ev": 0.6, "relative_energy_kcal_mol": 70.0, "elements": ["C", "C", "C", "C", "C", "H", "H", "H", "H", "H", "H", "H", "H"], "positions_angstrom": [[1.68485, 0.93932, 0.78176], [1.07104, -0.41924, 0.89192], [0.36062, -0.84211, -0.13303], [-0.85524, -0.39028, -0.35239], [-1.73677, -0.11019, -1.49553], [2.71754, 0.89982, 1.11846], [1.14223, 1.66728, 1.40763], [1.64135, 1.29808, -0.25269], [0.96575, -0.89720, 1.86073], [-1.17574, 0.13311, 0.55071], [-2.77353, -0.23104, -1.17613], [-1.57470, 0.95943, -1.69308], [-1.52365, -0.67647, -2.39838]], "atomic_forces_ev_per_a": [[0.3147, -0.0389, 0.0678], [0.6186, -0.2523, 0.1363], [-0.5673, 0.6598, 0.6849], [-0.3383, 0.3902, 0.0434], [-0.2015, -0.1185, -0.3215], [0.2064, 0.3343, 0.0316], [0.0663, -0.3172, 0.0387], [0.0958, -0.1627, 0.2656], [0.8099, -0.3390, 0.0241], [-0.6189, 0.1616, -0.3270], [-0.0670, -0.0461, -0.3393], [-0.2585, -0.2049, -0.2577], [-0.0601, -0.0665, -0.0469]]}

Record 2
{"formula": "C4H5NO2", "method": "the ωB97M-V functional and the def2-TZVPD basis", "smiles": "OCc1ccon1", "homo_energy_ev": -9.750, "max_force_ha_per_bohr": 0.046, "lumo_ev": 0.8, "relative_energy_kcal_mol": 112.1, "elements": ["O", "C", "C", "C", "C", "O", "N", "H", "H", "H", "H", "H"], "positions_angstrom": [[0.67176, -2.02644, -1.27230], [0.46498, -0.64000, -1.43693], [-0.03359, 0.05882, -0.17233], [0.34284, 1.33205, 0.48853], [-0.24846, 1.10682, 1.70146], [-1.01722, 0.01937, 1.75928], [-0.80969, -0.66597, 0.57510], [-0.14811, -2.42552, -0.95168], [1.43221, -0.23482, -1.74461], [-0.25570, -0.44399, -2.24059], [-0.36880, 2.27013, 0.68851], [-0.03021, 1.64954, 2.60556]], "atomic_forces_ev_per_a": [[-0.2689, 0.0684, 0.1212], [-0.0828, 0.5185, -0.1021], [-0.6341, -0.0718, -0.0321], [-0.7581, 0.2286, 0.4268], [-0.0253, -0.9319, 0.6535], [0.5549, -0.2459, 0.7095], [0.4636, -0.1454, -0.3336], [0.1407, 0.0949, 0.0197], [-0.2172, 0.1259, 0.1571], [0.0775, 0.0356, -0.0339], [1.5466, 0.0550, -1.8108], [-0.7969, 0.2680, 0.2246]]}

Record 3
{"formula": "C36H39F5NO", "method": "the ωB97M-V functional and the def2-TZVPD basis", "homo_energy_ev": -10.534, "max_force_ha_per_bohr": 0.006, "lumo_ev": -2.7, "charge": 1, "elements": ["C", "O", "C", "C", "C", "C", "C", "N", "H", "H", "H", "H", "H", "H", "H", "H", "H", "H", "H", "H", "H", "H", "F", "C", "C", "C", "C", "C", "C", "H", "H", "H", "H", "H", "F", "C", "C", "C", "C", "C", "C", "H", "H", "H", "H", "H", "F", "C", "C", "C", "C", "C", "C", "H", "H", "H", "H", "H", "F", "C", "C", "C", "C", "C", "C", "H", "H", "H", "H", "H", "F", "C", "C", "C", "C", "C", "C", "H", "H", "H", "H", "H"], "positions_angstrom": [[-2.20376, 1.94775, 0.84457], [-2.05655, 2.32059, 2.20680], [-0.75841, 2.22631, 2.69355], [-0.21839, 0.79082, 2.73020], [0.26813, 0.26114, 4.07421], [1.12790, -0.93111, 3.67281], [1.97551, -0.33465, 2.55822], [1.01766, 0.59591, 1.83517], [-2.99013, 2.55744, 0.41224], [-1.28607, 2.14664, 0.27592], [-2.47456, 0.89336, 0.74679], [-0.08169, 2.86929, 2.10564], [-0.77909, 2.61545, 3.71095], [-0.94812, 0.09007, 2.32303], [-0.56582, 0.02654, 4.73091], [0.89656, 1.02255, 4.54841], [0.50566, -1.74156, 3.28548], [1.74270, -1.34132, 4.47063], [2.41421, -1.03681, 1.85555], [2.75502, 0.29336, 2.98235], [1.47178, 1.48278, 1.62631], [0.73923, 0.18352, 0.94350], [5.16084, -2.23739, 2.70978], [5.68188, -1.56183, 1.65824], [5.46201, -0.20188, 1.58313], [5.96819, 0.49428, 0.49379], [6.68891, -0.17477, -0.48523], [6.90611, -1.54138, -0.37320], [6.40040, -2.25422, 0.70566], [4.92220, 0.29739, 2.37597], [5.81244, 1.56255, 0.41858], [7.08914, 0.36886, -1.32993], [7.47437, -2.05940, -1.13473], [6.55890, -3.31909, 0.81354], [-3.02378, 3.69996, -1.69952], [-4.21611, 4.01283, -2.27665], [-4.33895, 3.88711, -3.64367], [-5.55915, 4.21021, -4.22188], [-6.61789, 4.64563, -3.43626], [-6.45859, 4.75926, -2.06199], [-5.24568, 4.44161, -1.46604], [-3.49829, 3.55059, -4.23471], [-5.68026, 4.12255, -5.29364], [-7.56356, 4.90359, -3.89255], [-7.28137, 5.10109, -1.44829], [-5.09624, 4.53008, -0.39834], [0.63404, -1.71879, -0.48835], [1.69207, -1.69433, -1.35916], [1.60410, -0.88618, -2.47157], [2.68300, -0.86908, -3.34618], [3.80316, -1.64918, -3.09499], [3.85431, -2.44905, -1.96203], [2.78889, -2.47708, -1.07271], [0.71010, -0.30582, -2.65676], [2.63913, -0.25075, -4.23256], [4.63392, -1.63880, -3.78718], [4.72206, -3.06343, -1.76674], [2.79934, -3.10589, -0.19195], [-9.94621, 4.95076, -4.50497], [-10.46665, 3.75859, -4.88010], [-11.77430, 3.71534, -5.31669], [-12.29782, 2.48821, -5.69852], [-11.51882, 1.34061, -5.63883], [-10.20624, 1.41850, -5.19480], [-9.66564, 2.63758, -4.80944], [-12.36041, 4.62318, -5.35344], [-13.32111, 2.43150, -6.04516], [-11.93448, 0.38815, -5.93830], [-9.59592, 0.52625, -5.14634], [-8.64542, 2.72217, -4.46033], [8.10294, -7.66820, 6.87120], [7.76209, -6.70870, 5.99136], [6.44926, -6.28260, 5.95074], [6.10644, -5.29292, 5.04099], [7.06450, -4.74971, 4.19609], [8.37655, -5.19945, 4.26057], [8.73761, -6.18813, 5.16440], [5.72230, -6.72281, 6.61923], [5.08248, -4.94468, 4.99417], [6.78682, -3.97739, 3.49255], [9.12820, -4.77926, 3.60494], [9.75242, -6.55430, 5.23555]], "atomic_forces_ev_per_a": [[0.0552, 0.0865, -0.0656], [-0.0878, -0.0134, -0.0124], [0.0408, -0.0147, 0.0166], [0.1492, -0.2660, 0.0183], [0.1498, 0.1229, -0.1641], [-0.0553, -0.0989, -0.1082], [0.0285, -0.0163, 0.2220], [-0.0562, -0.2490, -0.1061], [-0.0532, -0.0434, 0.0251], [-0.0254, 0.0242, 0.0026], [0.0361, -0.0341, -0.0068], [0.0245, -0.0077, 0.0306], [-0.0128, 0.0388, -0.0007], [-0.1271, 0.1682, 0.0201], [0.0009, -0.0074, -0.0025], [-0.1094, -0.0257, 0.1466], [0.0012, 0.0086, 0.0203], [0.0340, 0.0953, 0.0116], [-0.0252, 0.0115, -0.0512], [0.0602, -0.0301, -0.0620], [-0.0670, 0.0505, -0.0073], [0.0097, -0.0341, -0.0780], [-0.0452, 0.0142, 0.0034], [-0.0306, -0.0250, -0.0150], [-0.0327, 0.0632, -0.0507], [0.0289, -0.0341, -0.0055], [-0.0072, -0.0047, -0.0191], [0.0128, 0.0167, -0.0135], [-0.0066, 0.0027, 0.0060], [0.0613, 0.0115, 0.0293], [0.0121, 0.0004, 0.0055], [-0.0004, -0.0008, 0.0020], [0.0141, -0.0104, 0.0195], [-0.0070, 0.0013, 0.0086], [0.0082, -0.0047, -0.0175], [0.0069, 0.0080, 0.0014], [-0.0041, -0.0082, -0.0178], [-0.0110, -0.0061, 0.0058], [0.0011, 0.0201, -0.0097], [-0.0002, -0.0050, -0.0038], [-0.0163, 0.0003, 0.0103], [0.0035, 0.0005, 0.0069], [0.0031, 0.0076, 0.0010], [0.0035, 0.0118, 0.0037], [0.0015, 0.0009, -0.0024], [0.0080, 0.0032, -0.0022], [0.0114, 0.1865, 0.1688], [-0.0151, 0.0161, 0.0267], [-0.0025, 0.0104, -0.0078], [0.0079, -0.0055, -0.0022], [0.0006, 0.0096, 0.0091], [-0.0016, 0.0000, -0.0145], [0.0229, -0.0192, 0.0214], [-0.0038, -0.0073, 0.0036], [-0.0010, -0.0017, 0.0010], [0.0006, 0.0029, 0.0037], [-0.0001, 0.0078, -0.0082], [-0.0136, -0.0069, -0.0035], [0.0030, -0.0004, 0.0006], [0.0068, 0.0080, 0.0036], [-0.0189, 0.0037, -0.0024], [0.0049, -0.0095, -0.0023], [0.0006, 0.0035, 0.0009], [-0.0176, 0.0043, -0.0051], [0.0169, -0.0446, -0.0045], [0.0084, 0.0035, 0.0013], [0.0013, 0.0012, 0.0024], [0.0010, 0.0017, 0.0006], [-0.0001, 0.0021, -0.0025], [-0.0046, 0.0050, 0.0112], [0.0003, 0.0008, -0.0006], [0.0008, -0.0026, 0.0024], [-0.0212, 0.0037, -0.0018], [0.0004, 0.0073, -0.0075], [0.0197, -0.0210, -0.0031], [-0.0092, 0.0024, -0.0027], [0.0128, 0.0076, -0.0097], [0.0091, -0.0046, 0.0044], [0.0008, -0.0035, -0.0002], [0.0079, 0.0153, 0.0109], [0.0008, 0.0007, 0.0051], [-0.0045, -0.0071, 0.0055]]}

Record 4
{"formula": "C15H17BI2N6OS3V", "method": "the ωB97M-V functional and the def2-TZVPD basis", "homo_energy_ev": [-2.234, -2.860], "max_force_ha_per_bohr": 0.010, "lumo_ev": [3.6, 3.6], "multiplicity": 4, "charge": -2, "elements": ["V", "S", "C", "C", "C", "C", "N", "C", "C", "C", "S", "C", "N", "H", "H", "O", "C", "N", "B", "C", "N", "H", "H", "H", "I", "I", "C", "C", "N", "C", "S", "N", "C", "C", "H", "H", "H", "H", "H", "H", "H", "H", "H", "H", "H", "H"], "positions_angstrom": [[-0.86723, 0.39333, -0.10537], [-3.18453, -0.30708, 0.40461], [-3.81776, -0.84799, -1.15061], [-5.04475, -1.49840, -1.14553], [-5.61410, -1.98862, -2.31192], [-6.87086, -2.67187, -2.26935], [-7.87953, -3.22598, -2.22094], [-4.91899, -1.78639, -3.52233], [-3.70712, -1.13542, -3.53756], [-3.08940, -0.65427, -2.35501], [-1.56921, 0.11361, -2.44788], [-5.46755, -2.25720, -4.77036], [-5.89769, -2.62228, -5.77247], [-5.56853, -1.62503, -0.20714], [-3.18976, -0.99290, -4.47650], [2.86420, 2.16800, -1.72946], [1.83985, 1.80247, -1.20810], [0.85440, 1.46695, -0.64566], [1.69055, -3.55398, 0.69183], [0.69120, -2.38342, 0.27066], [0.05452, -1.44891, 0.04058], [2.15618, -3.22007, 1.77513], [2.56586, -3.62382, -0.14690], [1.08003, -4.59587, 0.79133], [-3.06866, 2.29832, 0.19786], [-2.66451, 5.38175, 0.11493], [4.01853, -0.46236, 0.65138], [3.50773, -0.11872, 2.04000], [2.05770, -0.06977, 2.11426], [1.24136, 0.95953, 2.28110], [-0.43681, 0.67317, 2.53641], [1.68100, 2.23460, 2.33696], [2.72492, 2.84557, 1.51134], [3.74170, 3.60314, 2.34532], [5.10848, -0.53936, 0.66909], [3.73476, 0.28088, -0.09363], [3.61442, -1.42406, 0.32909], [3.90621, 0.82588, 2.41080], [3.82723, -0.89008, 2.74611], [1.57194, -0.94315, 1.96693], [0.89741, 2.84281, 2.51662], [2.22691, 3.50893, 0.80285], [3.19911, 2.08793, 0.89558], [3.25972, 4.38918, 2.93038], [4.48730, 4.07234, 1.70094], [4.25377, 2.93860, 3.04461]], "atomic_forces_ev_per_a": [[0.4413, 0.2358, 0.0925], [-0.2499, 0.2348, -0.0330], [0.0832, 0.0786, 0.0786], [0.0148, 0.0521, 0.0032], [-0.0647, -0.0327, -0.0283], [0.0721, 0.0145, -0.0298], [-0.0085, 0.0132, 0.0092], [-0.1005, -0.0766, -0.1973], [0.1255, 0.0775, 0.1378], [-0.2663, -0.1101, -0.0612], [0.0553, -0.0028, -0.1040], [0.0125, 0.0419, 0.1377], [0.0048, -0.0097, -0.0097], [0.0100, 0.0040, 0.0070], [0.0011, -0.0022, -0.0022], [-0.1128, -0.0635, 0.0941], [-0.0983, 0.0221, -0.0266], [0.0995, -0.0825, -0.1246], [-0.1306, 0.0868, -0.0098], [0.1925, -0.0616, 0.0103], [0.2014, -0.3486, 0.0470], [0.0036, 0.0130, -0.0066], [0.0061, 0.0058, -0.0154], [-0.0086, -0.0072, 0.0122], [-0.1947, 0.2288, 0.0476], [-0.0732, -0.3383, 0.0278], [0.0392, -0.0558, -0.1172], [0.0021, 0.0331, 0.1568], [-0.0606, 0.0508, -0.0982], [-0.1141, 0.0159, 0.1004], [0.0778, -0.0083, -0.1399], [0.0232, 0.0133, 0.0282], [-0.0480, -0.0725, -0.0703], [0.0426, 0.0594, 0.0460], [0.0003, 0.0024, -0.0059], [-0.0075, 0.0545, 0.0233], [0.0018, 0.0222, 0.0496], [-0.0056, -0.0740, -0.0480], [0.0107, -0.0190, -0.0254], [0.0291, -0.1278, 0.0233], [-0.0478, 0.0712, -0.0399], [0.0463, 0.0547, 0.0289], [0.0049, 0.0330, 0.0575], [-0.0137, -0.0135, -0.0062], [-0.0060, -0.0148, -0.0114], [0.0098, 0.0022, -0.0083]]}

Which formula does entry 4 have? C15H17BI2N6OS3V